Record 1
C7H16O3 | the ωB97M-V functional and the def2-TZVPD basis

Atoms and positions in Å:
1 C -2.007 0.819 -0.187
2 C -2.212 2.263 0.263
3 C -2.988 0.403 -1.270
4 C 0.165 -1.805 0.211
5 O -0.693 0.626 -0.721
6 O -0.407 -1.786 1.243
7 H -0.038 0.921 -0.066
8 H -2.137 0.155 0.681
9 H -2.107 2.940 -0.586
10 H -1.473 2.544 1.016
11 H -3.205 2.390 0.699
12 H -2.799 -0.626 -1.577
13 H -2.875 1.048 -2.143
14 H -4.014 0.476 -0.906
15 C 1.846 -0.765 0.377
16 C 2.438 -0.207 -0.897
17 C 2.764 -1.694 1.141
18 O 1.394 0.302 1.185
19 H 0.835 -0.078 1.884
20 H 0.738 -1.937 -0.695
21 H 2.776 -1.016 -1.547
22 H 3.298 0.435 -0.676
23 H 1.705 0.381 -1.450
24 H 3.657 -1.162 1.484
25 H 3.081 -2.530 0.515
26 H 2.259 -2.098 2.023

Cartesian forces (eV/Å) of the 3 atoms listed first:
C -0.017 0.005 0.009
C 0.083 -0.167 -0.074
C 0.149 0.048 0.116

Energy relative to the best compared isomer or geometry (same formula, charge and spin) ... 3.463 eV
Orbital gap ... 8.46 eV
Highest occupied orbital energy ... -7.67 eV

Record 2
C3H4N4O4S2 | the ωB97M-V functional and the def2-TZVPD basis

Atoms and positions in Å:
1 C -1.527 2.318 -2.317
2 C -0.133 0.426 -3.216
3 C -1.172 0.302 0.180
4 N -2.220 3.227 -2.508
5 N 0.332 0.781 1.821
6 N -0.614 1.387 -2.159
7 N -0.885 0.110 1.506
8 O 0.722 -0.375 -2.957
9 O -2.098 -0.125 -0.416
10 O -0.325 -0.206 -5.385
11 O -0.666 0.679 -4.372
12 S -1.689 -0.640 2.785
13 S 0.084 1.294 -0.642
14 H 0.944 0.113 2.435
15 H 0.114 1.476 2.643
16 H 0.444 -0.840 -5.057
17 H -2.134 0.599 3.481

Cartesian forces (eV/Å) of the 3 atoms listed first:
C -1.271 1.891 -1.256
C 0.753 0.790 2.762
C -0.133 -0.157 -0.182

Energy relative to the best compared isomer or geometry (same formula, charge and spin) ... 2.762 eV
Orbital gap ... 10.03 eV
Highest occupied orbital energy ... -10.10 eV
SMILES string ... N#CN(SC(=O)N(N)S)C(=O)OO

Record 3
C9H9OP | the ωB97M-V functional and the def2-TZVPD basis

Atoms and positions in Å:
1 C -2.526 -2.266 -0.131
2 C -2.237 -1.090 0.000
3 C 2.993 0.126 0.375
4 C 2.364 1.196 -0.320
5 C 2.262 -0.943 0.780
6 C 1.017 1.185 -0.401
7 C 0.856 -0.928 0.698
8 C 0.256 0.190 0.070
9 C -2.395 0.302 0.164
10 O -2.643 0.823 1.378
11 P -2.105 1.627 -1.056
12 H -1.973 -3.147 -0.149
13 H 4.043 0.117 0.436
14 H 2.938 2.045 -0.563
15 H 2.590 -1.914 1.277
16 H 0.647 2.082 -0.681
17 H 0.492 -1.818 1.225
18 H -2.901 0.097 2.083
19 H -1.988 0.817 -2.014
20 H -3.379 2.099 -1.290

Cartesian forces (eV/Å) of the 3 atoms listed first:
C 0.635 0.065 0.082
C -1.439 2.294 -0.020
C -0.131 1.044 -1.844

Energy relative to the best compared isomer or geometry (same formula, charge and spin) ... 6.200 eV
Orbital gap (alpha / beta) ... 7.35 / 8.21 eV
Highest occupied orbital energy (alpha / beta) ... -7.53 / -8.58 eV

Record 4
C18H15ClN4O4S | the ωB97M-V functional and the def2-TZVPD basis

Atoms and positions in Å:
1 O -4.119 0.529 0.911
2 O -4.452 -1.678 -1.557
3 O 1.049 -1.901 1.304
4 Cl 7.338 0.583 -0.454
5 N -0.586 2.031 -0.290
6 N -1.511 1.810 -1.128
7 O -3.180 -0.059 -2.617
8 S -0.700 -2.062 -2.042
9 C -3.000 0.940 0.597
10 C -3.429 -1.331 -2.163
11 C 0.664 -1.467 0.254
12 C 0.174 1.585 3.293
13 C -1.017 1.023 3.768
14 C 5.015 -0.418 0.646
15 C 4.821 0.664 -1.509
16 C 0.307 1.925 1.947
17 C -2.061 0.762 2.880
18 C 3.651 -0.670 0.619
19 C 3.435 0.348 -1.549
20 C 5.607 0.224 -0.429
21 C -0.759 1.715 1.054
22 C -1.928 1.152 1.538
23 C 2.828 -0.341 -0.477
24 N 1.456 -0.653 -0.538
25 N -2.713 1.259 -0.749
26 C -2.431 -2.402 -2.590
27 C -0.730 -1.987 -0.221
28 C -3.688 1.005 -1.783
29 H 1.023 1.813 3.925
30 H -1.089 0.730 4.805
31 H 5.557 -0.687 1.511
32 H 5.246 1.200 -2.360
33 H 1.220 2.364 1.549
34 H -3.030 0.332 3.232
35 H 3.276 -1.170 1.517
36 H 2.808 0.661 -2.370
37 H 0.971 -0.339 -1.372
38 H -2.743 -3.394 -2.155
39 H -2.431 -2.464 -3.682
40 H -1.500 -1.323 0.155
41 H -0.872 -2.961 0.246
42 H -3.823 1.921 -2.367
43 H -4.652 0.729 -1.349

Cartesian forces (eV/Å) of the 3 atoms listed first:
O 1.332 0.391 -0.410
O 2.554 1.495 -1.158
O 0.371 -0.201 1.202

Energy relative to the best compared isomer or geometry (same formula, charge and spin) ... 0.000 eV
Orbital gap ... 8.12 eV
Highest occupied orbital energy ... -8.63 eV
SMILES string ... O=C(CSCC(=O)OCn1nnc2ccccc2c1=O)Nc1ccc(Cl)cc1

Record 5
C32H37ClN2PtSi2 | the ωB97M-V functional and the def2-TZVPD basis

Atoms and positions in Å:
1 C -0.215 1.382 0.322
2 C -0.246 1.445 -1.086
3 C -1.436 0.766 -1.553
4 H 0.413 2.032 -1.724
5 C -2.132 0.234 -0.327
6 C -1.311 0.632 0.801
7 H -1.589 0.519 1.845
8 H 0.499 1.902 0.949
9 H -1.953 0.923 -2.489
10 H -3.187 -0.016 -0.312
11 Pt -0.944 -1.312 -1.176
12 Si -0.374 -4.027 -3.224
13 C 0.477 -2.492 -4.147
14 C 1.427 -3.050 -5.003
15 H 1.589 -4.126 -5.008
16 C 2.114 -2.251 -5.915
17 H 2.821 -2.727 -6.587
18 C 1.895 -0.878 -5.991
19 H 2.412 -0.280 -6.742
20 C 0.982 -0.299 -5.122
21 H 0.816 0.781 -5.163
22 C 0.265 -1.093 -4.217
23 H -0.492 -0.568 -3.608
24 C -3.316 -0.537 -3.829
25 C -3.329 0.594 -4.653
26 H -2.555 0.696 -5.419
27 C -4.368 1.525 -4.527
28 H -4.393 2.366 -5.210
29 C -5.339 1.386 -3.542
30 H -6.171 2.090 -3.476
31 C -5.212 0.358 -2.597
32 H -5.943 0.260 -1.791
33 C -4.159 -0.548 -2.694
34 H -4.054 -1.349 -1.963
35 H -1.272 -2.885 -2.395
36 Si -2.799 -2.170 -4.494
37 C -4.501 -2.830 -5.007
38 C -4.974 -2.552 -6.303
39 H -4.261 -2.436 -7.117
40 C -6.344 -2.354 -6.511
41 H -6.685 -2.022 -7.492
42 C -7.254 -2.597 -5.478
43 H -8.313 -2.393 -5.633
44 C -6.788 -3.124 -4.267
45 H -7.507 -3.419 -3.498
46 C -5.418 -3.278 -4.034
47 H -5.059 -3.693 -3.094
48 C -1.912 -2.441 -6.217
49 C -1.754 -1.403 -7.136
50 H -2.249 -0.459 -6.958
51 C -1.003 -1.587 -8.304
52 H -0.894 -0.747 -8.990
53 C -0.438 -2.832 -8.578
54 H 0.158 -2.962 -9.476
55 C -0.672 -3.913 -7.718
56 H -0.244 -4.890 -7.942
57 C -1.462 -3.725 -6.583
58 H -1.713 -4.591 -5.970
59 H -0.467 -5.413 -3.668
60 Cl 0.709 -4.638 -1.532
61 N -0.783 -2.369 0.656
62 C 0.144 -1.956 1.787
63 C 1.498 -1.426 1.335
64 C 1.933 -1.918 -0.026
65 N 1.200 -1.258 -1.156
66 H -0.579 -3.343 0.419
67 H -1.728 -2.380 1.041
68 H -0.380 -1.220 2.405
69 H 0.304 -2.858 2.400
70 H 1.556 -0.335 1.423
71 H 2.233 -1.807 2.056
72 H 3.004 -1.740 -0.186
73 H 1.758 -2.991 -0.113
74 H 1.438 -0.262 -1.188
75 H 1.542 -1.624 -2.053

Cartesian forces (eV/Å) of the 3 atoms listed first:
C -0.217 0.045 -0.170
C -0.946 0.383 0.262
C -0.491 -0.035 1.206

Energy relative to the best compared isomer or geometry (same formula, charge and spin) ... 0.000 eV
2S+1 ... 3
⟨S²⟩ ... 2.05
Orbital gap (alpha / beta) ... 6.23 / 5.80 eV
Highest occupied orbital energy (alpha / beta) ... -6.12 / -6.40 eV

Record 6
H80O40 | the ωB97M-V functional and the def2-TZVPD basis

Atoms and positions in Å:
1 H 1.774 -2.212 1.002
2 H 3.003 -1.330 1.397
3 O 2.352 -1.950 1.726
4 H 6.102 -0.800 -1.471
5 H 5.556 -1.080 -2.861
6 O 5.532 -0.427 -2.152
7 H 3.789 3.486 -0.466
8 H 2.450 3.237 -0.067
9 O 3.245 3.653 0.321
10 H 0.448 0.962 5.803
11 H 1.587 1.770 6.422
12 O 0.754 1.333 6.636
13 H -4.300 -4.110 0.767
14 H -4.765 -3.231 1.887
15 O -5.093 -3.868 1.239
16 H -3.242 -1.391 2.832
17 O -3.313 -1.343 1.873
18 H -2.090 1.383 0.549
19 O -1.758 2.263 0.389
20 H 0.646 3.583 -4.768
21 H 1.182 4.353 -3.678
22 O 0.567 3.614 -3.801
23 H 0.079 4.593 4.007
24 H 0.085 3.562 5.221
25 O 0.594 3.971 4.526
26 H 1.503 -6.737 -0.309
27 H 1.198 -5.098 -0.082
28 O 1.726 -5.883 0.035
29 H -1.954 -2.447 5.348
30 H -1.438 -1.144 4.926
31 O -1.902 -1.901 4.553
32 H -4.475 2.036 1.594
33 O -3.891 1.344 1.920
34 H 4.115 1.232 -3.006
35 H 3.245 1.056 -1.824
36 O 3.587 1.760 -2.393
37 H 5.248 -1.504 3.544
38 H 4.451 -1.980 2.263
39 O 4.676 -1.233 2.821
40 H -4.529 1.111 -5.124
41 H -4.447 0.525 -3.782
42 O -4.670 0.264 -4.686
43 H 5.416 0.137 1.348
44 H 5.814 0.577 -0.007
45 O 5.759 0.916 0.888
46 H -1.492 -1.926 0.537
47 H -1.181 -3.303 0.861
48 O -1.249 -2.737 0.081
49 H 0.881 -0.536 1.243
50 H 0.792 0.211 -0.128
51 O 0.717 -0.661 0.271
52 H 0.214 2.896 -1.702
53 O 0.906 2.653 -1.070
54 H -2.098 3.363 1.843
55 H -1.868 3.391 3.370
56 O -2.378 3.786 2.674
57 H -3.933 -0.418 -0.501
58 O -3.821 -0.339 -1.452
59 H 3.357 -0.439 -5.006
60 H 3.361 -1.964 -4.993
61 O 3.720 -1.197 -4.533
62 H 3.690 2.207 1.345
63 H 2.950 1.235 2.324
64 O 3.382 1.301 1.475
65 H 0.652 0.537 -2.417
66 H 1.978 -0.011 -2.988
67 O 1.390 -0.051 -2.225
68 H -2.005 -0.354 -5.139
69 H -1.178 -0.810 -3.951
70 O -1.113 -0.591 -4.869
71 H 3.790 -2.947 -2.400
72 H 2.817 -1.698 -2.495
73 O 3.053 -2.490 -2.015
74 H 1.127 -3.102 -1.927
75 H 0.318 -1.903 -1.868
76 O 0.191 -2.868 -1.887
77 H -1.907 -5.056 -0.909
78 H -0.806 -4.250 -1.549
79 O -1.217 -5.131 -1.575
80 H -6.553 1.037 -0.538
81 H -5.466 0.629 -1.593
82 O -6.401 0.573 -1.349
83 H 0.243 -1.961 5.693
84 H 1.359 -1.492 6.513
85 O 0.678 -2.176 6.527
86 H -2.597 0.991 -2.230
87 H -2.684 1.957 -3.564
88 O -2.162 1.397 -2.994
89 H 2.048 5.619 0.662
90 O 2.129 6.250 1.384
91 H -4.780 4.525 -1.643
92 H -4.868 3.392 -2.579
93 O -4.777 3.560 -1.639
94 H 0.409 2.434 -0.264
95 H -3.190 -0.483 1.443
96 H -3.414 -1.190 -1.709
97 H -2.351 2.873 -0.067
98 H -4.418 0.842 2.552
99 H 1.859 5.800 2.185
100 O 0.560 1.672 -5.404
101 H 0.244 1.512 -4.515
102 H 0.112 0.985 -5.903
103 O 0.970 2.279 2.141
104 H 0.777 1.375 1.996
105 H 1.358 2.948 1.623
106 O -1.878 4.407 -1.940
107 H -1.468 5.265 -1.770
108 H -1.502 4.173 -2.800
109 O 0.458 -0.573 2.925
110 H 0.902 -1.415 3.116
111 H -0.314 -0.913 2.449
112 O -2.334 -5.229 1.962
113 H -2.058 -5.307 2.881
114 H -1.637 -5.666 1.460
115 O 2.949 -4.079 3.447
116 H 3.064 -4.689 2.710
117 H 3.020 -3.255 2.933
118 O -2.065 -2.242 -2.691
119 H -1.210 -2.739 -2.791
120 H -2.669 -2.936 -2.402

Cartesian forces (eV/Å) of the 3 atoms listed first:
H 0.310 0.204 -0.495
H -0.253 0.674 -0.501
O 0.414 -1.223 0.640

Energy relative to the best compared isomer or geometry (same formula, charge and spin) ... 7.763 eV
Orbital gap ... 9.08 eV
Highest occupied orbital energy ... -9.62 eV

Record 7
C55H43ClHgN5O4P2Se2 | the ωB97M-V functional and the def2-TZVPD basis

Atoms and positions in Å:
1 Hg 0.273 -0.387 0.015
2 Se 4.437 2.039 5.669
3 P 4.561 0.297 4.473
4 C 4.225 -1.211 5.434
5 C 4.399 -2.476 4.861
6 C 4.139 -3.610 5.610
7 C 3.703 -3.505 6.924
8 C 3.524 -2.250 7.490
9 C 3.778 -1.109 6.748
10 C 6.249 0.103 3.813
11 C 6.623 0.914 2.744
12 C 7.893 0.812 2.207
13 C 8.800 -0.099 2.733
14 C 8.441 -0.880 3.821
15 C 7.172 -0.771 4.371
16 C 3.592 0.176 2.969
17 C 2.507 0.703 2.258
18 N 2.304 -0.154 1.229
19 N 3.186 -1.128 1.294
20 N 3.968 -0.959 2.325
21 P 1.547 2.227 2.192
22 Se -0.165 2.035 0.864
23 C 1.169 2.641 3.926
24 C 0.327 1.753 4.594
25 C -0.003 1.969 5.920
26 C 0.479 3.093 6.577
27 C 1.268 4.007 5.897
28 C 1.613 3.788 4.572
29 C 2.766 3.496 1.687
30 C 2.429 4.327 0.623
31 C 3.306 5.319 0.207
32 C 4.527 5.476 0.846
33 C 4.868 4.645 1.905
34 C 3.992 3.658 2.326
35 H 4.718 -2.548 3.831
36 H 4.273 -4.587 5.163
37 H 3.493 -4.397 7.501
38 H 3.183 -2.162 8.514
39 H 3.644 -0.127 7.182
40 H 5.906 1.607 2.323
41 H 8.172 1.435 1.367
42 H 9.782 -0.204 2.290
43 H 9.149 -1.586 4.237
44 H 6.889 -1.378 5.222
45 H -0.074 0.900 4.058
46 H -0.629 1.256 6.441
47 H 0.242 3.255 7.621
48 H 1.638 4.887 6.408
49 H 2.237 4.504 4.055
50 H 1.473 4.180 0.135
51 H 3.033 5.970 -0.614
52 H 5.214 6.248 0.519
53 H 5.818 4.772 2.411
54 H 4.251 3.029 3.169
55 C -2.838 -2.636 -2.522
56 C -1.893 -1.704 -2.064
57 N -1.603 -1.563 -0.790
58 C -2.251 -2.310 0.121
59 C -3.316 -3.188 -0.232
60 C -3.558 -3.361 -1.616
61 C -4.039 -3.857 0.764
62 C -3.682 -3.729 2.095
63 C -2.565 -2.963 2.479
64 C -2.112 -2.881 3.830
65 C -0.959 -2.165 4.111
66 C -0.284 -1.533 3.083
67 N -0.720 -1.546 1.802
68 C -1.828 -2.239 1.504
69 H -2.997 -2.760 -3.586
70 H -1.366 -1.059 -2.758
71 H -4.307 -4.078 -1.934
72 H -4.878 -4.480 0.474
73 H -4.230 -4.261 2.865
74 H -2.673 -3.384 4.609
75 H -0.576 -2.090 5.122
76 H 0.645 -1.010 3.275
77 Cl 5.384 -3.824 -4.620
78 C 4.105 -3.315 -3.535
79 C 3.408 -4.295 -2.808
80 C 2.420 -3.917 -1.948
81 C 2.044 -2.543 -1.746
82 O 1.121 -2.266 -0.938
83 C 2.777 -1.574 -2.528
84 C 2.513 -0.167 -2.429
85 O 1.613 0.405 -1.824
86 C 3.800 -1.992 -3.398
87 H 3.663 -5.339 -2.935
88 H 1.872 -4.653 -1.375
89 H 3.230 0.469 -2.994
90 H 4.338 -1.246 -3.973
91 C -7.417 -1.329 1.361
92 C -6.342 -0.453 0.774
93 C -6.236 -0.253 -0.594
94 C -5.237 0.549 -1.135
95 C -5.201 0.789 -2.621
96 C -4.312 1.164 -0.288
97 C -4.412 0.984 1.095
98 C -3.471 1.655 2.055
99 C -5.425 0.178 1.602
100 C -3.205 2.038 -0.890
101 O -3.561 3.003 -1.579
102 O -2.015 1.675 -0.633
103 H -8.169 -1.582 0.613
104 H -7.904 -0.833 2.203
105 H -6.981 -2.260 1.730
106 H -6.945 -0.736 -1.261
107 H -5.883 0.110 -3.137
108 H -4.198 0.646 -3.017
109 H -5.481 1.821 -2.831
110 H -3.024 2.548 1.623
111 H -2.646 0.983 2.306
112 H -3.981 1.919 2.984
113 H -5.505 0.042 2.677

Cartesian forces (eV/Å) of the 3 atoms listed first:
Hg -0.616 0.168 0.285
Se -0.007 -0.058 0.039
P 0.086 0.458 -0.028

2S+1 ... 2
⟨S²⟩ ... 0.77
Total charge ... -2
Orbital gap (alpha / beta) ... 3.51 / 6.70 eV
Highest occupied orbital energy (alpha / beta) ... 0.15 / -3.05 eV

Record 8
C5H5NO | the ωB97M-V functional and the def2-TZVPD basis

Atoms and positions in Å:
1 O -0.514 2.628 -0.575
2 C -0.517 1.423 -0.531
3 C 0.415 0.634 0.331
4 C -0.157 -0.475 1.171
5 C 0.674 -0.821 -0.030
6 C -0.017 -1.308 -1.205
7 N -0.642 -1.590 -2.137
8 H -1.223 0.820 -1.140
9 H 1.244 1.209 0.728
10 H -1.223 -0.678 1.111
11 H 0.284 -0.632 2.150
12 H 1.676 -1.212 0.125

Cartesian forces (eV/Å) of the 3 atoms listed first:
O 0.049 -0.413 0.030
C -0.033 0.250 0.012
C 0.056 0.228 -0.015

Energy relative to the best compared isomer or geometry (same formula, charge and spin) ... 1.371 eV
Orbital gap ... 10.90 eV
Highest occupied orbital energy ... -10.22 eV
SMILES string ... N#C[C@@H]1C[C@@H]1C=O

Per-record E, eV: -13657.8234, -38991.2603, -20807.3816, -56416.8617, -68283.5670, -83198.0529, -239344.5620, -8802.0479